<a>
55
Properties=species:S:1:pos:R:3:nbo_charge:R:1 method="wB97M-V/def2-TZVPD" smiles="CCOc1cc(NC(=S)NCCc2ccccc2)c(OCC)cc1NC(C)=O" charge=0 homo_ev=-7.6
C 3.264 4.299 -1.100 -0.62
C 2.126 3.308 -1.290 -0.06
O 2.579 2.043 -0.844 -0.53
C 1.701 0.992 -0.854 0.26
C 0.400 1.044 -1.313 -0.28
C -0.441 -0.068 -1.272 0.07
N -1.745 0.110 -1.780 -0.61
C -2.926 0.034 -1.086 0.32
S -4.135 1.088 -1.503 -0.30
N -3.063 -0.905 -0.146 -0.61
C -4.046 -0.838 0.904 -0.22
C -3.351 -0.707 2.271 -0.43
C -2.177 0.230 2.183 -0.03
C -0.885 -0.237 2.389 -0.22
C 0.203 0.609 2.272 -0.20
C 0.013 1.935 1.925 -0.23
C -1.270 2.409 1.707 -0.22
C -2.357 1.565 1.840 -0.17
C 0.058 -1.280 -0.782 0.34
O -0.790 -2.360 -0.773 -0.54
C -0.272 -3.663 -0.562 -0.06
C 0.558 -4.167 -1.736 -0.64
C 1.364 -1.334 -0.313 -0.34
C 2.187 -0.220 -0.335 0.19
N 3.500 -0.230 0.139 -0.63
C 4.196 -1.247 0.717 0.69
C 5.597 -0.830 1.114 -0.71
O 3.757 -2.362 0.900 -0.61
H 3.543 4.351 -0.051 0.21
H 4.131 3.987 -1.676 0.21
H 2.952 5.284 -1.434 0.22
H 1.249 3.618 -0.708 0.18
H 1.845 3.252 -2.351 0.18
H -0.005 1.963 -1.707 0.23
H -1.795 0.857 -2.465 0.41
H -2.303 -1.562 -0.032 0.42
H -4.675 0.031 0.698 0.24
H -4.676 -1.733 0.886 0.20
H -3.004 -1.689 2.600 0.20
H -4.078 -0.342 3.000 0.22
H -0.727 -1.273 2.653 0.21
H 1.198 0.229 2.446 0.21
H 0.862 2.596 1.830 0.21
H -1.427 3.443 1.435 0.21
H -3.353 1.945 1.669 0.21
H 0.303 -3.707 0.370 0.18
H -1.167 -4.282 -0.446 0.19
H 1.454 -3.565 -1.863 0.22
H -0.027 -4.116 -2.651 0.22
H 0.849 -5.198 -1.558 0.22
H 1.775 -2.244 0.087 0.26
H 3.958 0.666 0.038 0.42
H 6.152 -0.500 0.239 0.23
H 6.108 -1.676 1.565 0.24
H 5.556 -0.013 1.831 0.23



<b>
55
Properties=species:S:1:pos:R:3:nbo_charge:R:1 method="wB97M-V/def2-TZVPD" smiles="Cc1ccc(S(=O)(=O)N(CC(=O)NCc2cccnc2)C2CCCCC2)cc1" charge=0 homo_ev=-9.1
C 4.057 1.415 -2.541 -0.65
C 3.224 0.922 -1.402 0.03
C 2.222 1.705 -0.842 -0.21
C 1.490 1.257 0.245 -0.21
C 1.739 0.001 0.764 -0.26
S 0.945 -0.575 2.273 2.33
O 1.226 0.407 3.280 -0.93
O 1.380 -1.933 2.480 -0.97
N -0.689 -0.636 2.046 -0.70
C -1.332 -1.914 1.846 -0.32
C -1.266 -2.370 0.387 0.67
O -2.242 -2.435 -0.334 -0.64
N -0.017 -2.679 -0.004 -0.63
C 0.286 -3.107 -1.355 -0.25
C 0.651 -1.960 -2.261 -0.07
C -0.204 -0.873 -2.403 -0.17
C 0.144 0.151 -3.266 -0.24
C 1.335 0.042 -3.967 0.02
N 2.156 -0.986 -3.843 -0.43
C 1.823 -1.954 -3.008 0.04
C -1.448 0.598 2.049 -0.03
C -2.092 0.884 0.691 -0.43
C -2.774 2.249 0.713 -0.39
C -3.813 2.314 1.828 -0.40
C -3.167 2.017 3.178 -0.40
C -2.503 0.642 3.158 -0.40
C 2.728 -0.795 0.215 -0.21
C 3.465 -0.337 -0.860 -0.20
H 3.673 2.353 -2.931 0.21
H 5.083 1.571 -2.209 0.23
H 4.072 0.674 -3.339 0.24
H 2.024 2.687 -1.246 0.21
H 0.748 1.892 0.698 0.22
H -2.378 -1.848 2.145 0.23
H -0.822 -2.647 2.476 0.25
H 0.726 -2.604 0.678 0.43
H 1.094 -3.841 -1.324 0.21
H -0.622 -3.584 -1.744 0.24
H -1.138 -0.850 -1.863 0.24
H -0.499 1.006 -3.402 0.22
H 1.646 0.807 -4.666 0.19
H 2.525 -2.776 -2.945 0.19
H -0.704 1.367 2.277 0.22
H -2.827 0.107 0.469 0.22
H -1.329 0.854 -0.092 0.21
H -3.250 2.438 -0.251 0.21
H -2.023 3.027 0.874 0.19
H -4.275 3.303 1.847 0.21
H -4.598 1.581 1.632 0.20
H -3.921 2.048 3.967 0.21
H -2.417 2.779 3.401 0.20
H -2.022 0.434 4.115 0.22
H -3.267 -0.117 2.983 0.19
H 2.930 -1.757 0.660 0.24
H 4.246 -0.953 -1.280 0.22



Which is the most stable structure? <a> is the most stable.



<a>
10
Properties=species:S:1:pos:R:3:nbo_charge:R:1 method="wB97M-V/def2-TZVPD" smiles="O=S1(=O)N=NCN1" charge=0 homo_ev=-10.4
O -1.635 -1.279 -1.078 -0.85
S -1.338 -0.162 0.241 2.03
O -2.143 -0.121 1.427 -0.81
N -0.819 1.293 -0.612 -0.26
N 0.353 1.313 -0.796 -0.02
C 1.162 0.293 -0.037 -0.13
N 0.338 -0.558 0.648 -0.81
H 1.942 -0.121 -0.866 0.22
H 1.756 0.844 0.581 0.21
H 0.384 -1.501 0.492 0.41



<b>
10
Properties=species:S:1:pos:R:3:nbo_charge:R:1 method="wB97M-V/def2-TZVPD" charge=0 homo_ev="-9.0 / -9.0"
C -0.251 -1.085 -0.373 -0.57
N -1.703 1.300 -0.042 -0.09
N -0.497 1.289 -0.446 0.14
N -2.562 0.407 0.005 0.28
O -3.764 0.585 -0.049 -0.33
O 0.394 1.978 0.295 -0.51
S -1.756 -1.536 0.174 0.21
H -0.127 -1.106 -1.394 0.19
H 0.628 -1.016 0.239 0.21
H 0.057 2.544 0.981 0.47



Which is the most stable structure? <a> is the most stable.



<a>
21
Properties=species:S:1:pos:R:3:nbo_charge:R:1 method="wB97M-V/def2-TZVPD" charge=0 homo_ev=-8.9
N -1.636 0.443 -1.339 -0.82
C -0.294 0.531 -0.765 -0.04
C 0.687 -0.353 -1.495 -0.62
C -0.334 0.063 0.727 -0.66
S -1.404 1.001 1.701 0.25
S 2.198 -1.507 1.126 -0.36
H -2.335 0.752 -0.678 0.35
H -1.722 1.005 -2.170 0.37
H 0.071 1.559 -0.765 0.20
H 0.394 -1.390 -1.350 0.23
H 0.730 -0.128 -2.550 0.22
H 1.661 -0.204 -1.047 0.22
H -0.611 -0.986 0.766 0.28
H 0.735 0.130 1.127 0.32
H 3.083 -2.176 1.875 0.13
H -0.624 2.917 1.044 0.46
H -0.120 4.367 1.144 0.47
O -0.202 3.623 0.538 -0.96
H 0.499 -2.684 0.740 0.47
H -0.453 -3.876 0.952 0.47
O -0.324 -3.085 0.420 -0.98



<b>
21
Properties=species:S:1:pos:R:3:nbo_charge:R:1 method="wB97M-V/def2-TZVPD" smiles=CSSCCN.O.O charge=0 homo_ev=-8.7
C 3.382 0.131 -0.454 -0.76
S 2.117 -0.681 0.529 0.11
S 0.636 -0.641 -0.851 0.04
C 0.162 1.240 -0.708 -0.49
C -0.276 1.628 0.726 -0.25
N -1.369 0.741 1.335 -0.88
H 3.187 1.124 -0.718 0.21
H 4.294 -0.020 0.088 0.23
H 3.634 -0.315 -1.394 0.22
H -0.664 1.352 -1.424 0.23
H 1.121 1.771 -0.930 0.22
H -0.374 2.709 0.818 0.19
H 0.624 1.457 1.424 0.20
H -2.258 0.902 0.804 0.39
H -1.508 1.071 2.292 0.37
O -2.507 -1.746 0.456 -0.98
H -1.704 -1.263 0.808 0.50
H -2.707 -2.164 1.283 0.47
O -3.751 0.604 -0.758 -1.02
H -3.212 -0.254 -0.741 0.52
H -4.437 0.724 -1.462 0.49



Which is the most stable structure? <b> is the most stable.



<a>
7
Properties=species:S:1:pos:R:3:nbo_charge:R:1 method="wB97M-V/def2-TZVPD" smiles="S=CNS" charge=0 homo_ev=-8.8
S -1.646 -1.708 0.650 -0.09
C -0.680 -0.424 0.391 -0.09
N 0.193 -0.213 -0.661 -0.70
S 1.476 1.097 -0.481 0.15
H -0.656 0.332 1.088 0.17
H 0.491 -0.961 -1.345 0.43
H 0.821 1.877 0.359 0.12



<b>
7
Properties=species:S:1:pos:R:3:nbo_charge:R:1 method="wB97M-V/def2-TZVPD" smiles="NC(=S)S" charge=0 homo_ev=-8.6
N -0.589 -0.094 0.689 -0.77
C 0.092 -0.512 -0.373 -0.04
S -0.258 -1.961 -1.094 -0.17
S 1.220 0.676 -1.157 0.04
H -1.089 -0.810 1.020 0.41
H -0.430 0.783 1.116 0.40
H 1.843 -0.147 -1.829 0.13



<c>
7
Properties=species:S:1:pos:R:3:nbo_charge:R:1 method="wB97M-V/def2-TZVPD" smiles="NC(=S)S" charge=0 homo_ev=-8.8
N 0.076 1.164 -0.273 -0.81
C -0.528 0.014 0.041 0.05
S -2.068 -0.275 0.068 0.04
S 1.018 -1.541 0.142 -0.24
H -0.205 2.095 -0.177 0.42
H 1.104 1.219 -0.517 0.40
H 0.604 -2.676 0.717 0.15



Which is the most stable structure? <b> is the most stable.



<a>
10
Properties=species:S:1:pos:R:3:nbo_charge:R:1 method="wB97M-V/def2-TZVPD" charge=0 homo_ev="-8.1 / -8.4"
C 0.464 -0.068 0.829 -0.46
C 1.052 0.561 -0.404 -0.64
P -1.706 -0.876 -1.323 0.10
S -1.162 -0.890 0.642 0.20
S -0.378 1.024 1.990 -0.08
H 1.142 -0.757 1.326 0.23
H 1.796 1.296 -0.094 0.24
H 0.280 1.079 -0.970 0.23
H 1.527 -0.184 -1.040 0.22
H -3.017 -1.186 -0.957 -0.03



<b>
10
Properties=species:S:1:pos:R:3:nbo_charge:R:1 method="wB97M-V/def2-TZVPD" smiles=CC1(P)SS1 charge=0 homo_ev=-8.4
C -1.115 0.852 -0.519 -0.64
C -0.154 -0.307 -0.044 -0.49
P 1.864 0.200 0.048 0.27
S -0.502 -1.166 1.421 0.14
S -0.519 -2.080 -0.482 0.08
H -1.309 0.726 -1.536 0.23
H -0.454 1.731 -0.400 0.21
H -1.979 1.054 0.186 0.23
H 2.071 -1.269 -0.042 0.01
H 2.097 0.260 1.367 -0.04



Which is the most stable structure? <a> is the most stable.



<a>
19
Properties=species:S:1:pos:R:3:nbo_charge:R:1 method="wB97M-V/def2-TZVPD" smiles="CCNC(=O)O.O.O" charge=0 homo_ev=-10.3
C -1.493 -0.379 2.792 -0.63
C -0.155 0.236 2.360 -0.23
N -0.293 1.205 1.302 -0.62
C 0.212 1.039 0.068 0.89
O 0.644 0.015 -0.395 -0.69
O 0.191 2.198 -0.634 -0.70
H -2.323 0.103 2.283 0.22
H -1.475 -1.418 2.516 0.22
H -1.632 -0.410 3.873 0.22
H 0.421 0.697 3.167 0.19
H 0.559 -0.530 2.101 0.22
H -0.763 2.068 1.508 0.41
H 0.227 1.967 -1.571 0.50
O 1.610 -2.362 -1.821 -0.95
H 2.382 -1.792 -1.782 0.47
H 1.346 -2.453 -0.901 0.48
O -0.811 -1.107 -2.908 -0.96
H -0.242 -0.739 -2.214 0.48
H -0.226 -1.853 -3.115 0.48



<b>
19
Properties=species:S:1:pos:R:3:nbo_charge:R:1 method="wB97M-V/def2-TZVPD" smiles="CC(=O)NCO.O.O" charge=0 homo_ev=-10.0
C 0.497 1.614 -1.003 -0.73
C 0.481 0.113 -1.121 0.70
O -0.021 -0.378 -2.127 -0.65
N 0.964 -0.676 -0.123 -0.65
C 1.174 -0.191 1.191 0.09
O 0.023 -0.162 2.038 -0.74
H 1.480 1.953 -0.669 0.22
H -0.179 1.962 -0.216 0.25
H 0.146 2.018 -1.935 0.25
H 0.872 -1.673 -0.304 0.44
H 1.522 0.842 1.139 0.16
H 1.944 -0.690 1.769 0.18
H -0.763 -0.372 1.525 0.48
O 0.109 -3.151 -1.516 -0.97
H -0.784 -3.487 -1.378 0.47
H -0.047 -2.339 -2.038 0.50
O -2.277 1.333 1.339 -0.95
H -2.472 1.088 2.247 0.48
H -2.669 2.196 1.182 0.48



Which is the most stable structure? <a> is the most stable.